A structure of composition C50H31Cl2N5Pt at a distorted geometry. Source: OMol25; level of theory: wB97M-V/def2-TZVPD.

Properties
- LUMO energy (alpha / beta): 4.27 / 4.22 eV
- Net charge: -2
- HOMO energy (alpha / beta): 0.14 / -0.63 eV
- E: -88096.9814 eV
- Frontier orbital gap (alpha / beta): 4.126 / 4.847 eV
- M: 967.82 g/mol
- Spin multiplicity: 3

```
89
Properties=species:S:1:pos:R:3:lowdin_charge:R:1
N -0.145 1.536 -1.563 0.092
C 1.321 1.213 2.576 -0.260
N -1.164 -1.444 -0.834 -0.046
H -4.654 -3.095 0.280 0.118
H -1.629 4.211 -4.883 0.080
C 5.068 0.339 -0.026 -0.192
C -0.041 3.190 7.109 -0.125
H -5.083 1.135 0.552 0.125
C -0.895 -2.182 -1.936 -0.254
C -4.700 -0.963 0.421 -0.187
H -8.566 -1.367 0.614 0.086
H 4.501 1.941 2.077 0.094
H 3.097 -2.991 -3.276 0.097
H -4.341 0.050 2.858 0.102
C 5.621 0.880 -1.184 -0.038
C 0.645 -5.532 -5.485 -0.125
H -1.537 3.269 4.068 0.113
C 6.996 1.032 -1.318 -0.098
C 3.601 0.096 0.074 -0.086
C 1.086 -4.241 -5.739 -0.101
C -5.293 -2.224 0.366 -0.043
C -0.870 2.947 4.858 -0.045
C -5.533 0.150 0.535 -0.036
H 1.494 -3.991 -6.712 0.092
H 8.918 0.760 -0.396 0.086
C 2.907 0.710 1.136 -0.245
C 1.575 -1.976 -1.956 -0.239
H 7.405 1.450 -2.231 0.093
H -7.110 -3.362 0.397 0.090
H -7.542 0.886 0.685 0.093
C 0.391 -2.522 -2.426 -0.088
H -2.472 5.393 -0.837 0.080
H -2.687 5.847 -3.296 0.062
C -2.118 -2.546 -2.578 -0.037
C -6.671 -2.372 0.435 -0.100
H -0.480 -5.060 -2.320 0.119
C 0.890 2.191 6.852 -0.104
H -0.257 -6.832 -4.032 0.090
C 0.457 -3.546 -3.501 -0.197
H 1.335 -2.253 -4.956 0.122
H -1.645 4.349 6.279 0.092
C 0.047 1.928 4.586 -0.185
C -0.919 3.564 6.101 -0.100
C -7.489 -1.255 0.559 -0.121
H 1.646 0.780 5.425 0.117
C 0.086 -5.826 -4.246 -0.103
C -1.097 0.696 2.780 -0.276
Pt 0.202 -0.416 0.271 1.184
C -6.913 0.007 0.603 -0.096
C 7.304 0.132 0.882 -0.100
C -3.133 -2.013 -1.832 -0.045
C 3.782 -1.535 -1.812 -0.016
C -0.933 2.943 -3.342 -0.630
H -2.516 1.042 4.501 0.098
C 5.931 -0.016 1.011 -0.042
H -4.190 -2.050 -2.039 0.097
H 4.955 1.188 -1.981 0.125
Cl -1.180 3.415 0.638 0.647
H 4.851 -1.509 -1.942 0.101
C -2.043 4.714 -1.565 -0.187
C -2.171 4.969 -2.932 -0.176
H 1.588 1.887 7.624 0.090
H 7.958 -0.168 1.693 0.090
C -0.023 -4.840 -3.277 -0.038
C -3.291 0.188 2.659 -0.017
H -0.071 3.682 8.073 0.084
N 1.579 0.520 1.437 -0.046
C 0.999 -3.263 -4.756 -0.042
H -2.194 -3.104 -3.498 0.097
C 3.040 -0.761 -0.840 -0.236
C -3.219 -0.801 0.368 -0.081
C -0.775 2.606 -1.938 -0.537
C 7.845 0.652 -0.289 -0.122
C 2.893 -2.286 -2.487 -0.013
C -2.615 -0.177 1.435 -0.240
C 3.481 1.592 2.086 -0.047
N -1.271 0.108 1.568 -0.064
C -1.368 3.612 -1.097 -0.621
C 0.082 1.246 3.268 -0.104
N 1.703 -1.085 -0.939 -0.051
C -2.533 -1.359 -0.725 -0.244
C 2.498 1.907 2.985 -0.045
Cl -0.200 1.839 -4.499 0.569
C -2.366 0.705 3.489 -0.021
C 0.929 1.570 5.612 -0.046
C -1.578 4.055 -3.812 -0.190
H 2.572 2.572 3.830 0.094
H 5.509 -0.428 1.920 0.119
H 0.732 -6.301 -6.244 0.085
```

=====

An isolated molecule of C5H8O at a distorted geometry. Source: OMol25; level of theory: wB97M-V/def2-TZVPD.

Properties
- LUMO energy: 1.11 eV
- HOMO energy: -8.13 eV
- E: -7359.1104 eV
- Frontier orbital gap: 9.237 eV
- M: 84.12 g/mol
- SMILES: C1C[C@@H]2C[C@@H]2O1
- Spin multiplicity: 1

```
14
Properties=species:S:1:pos:R:3:lowdin_charge:R:1
C 0.944 -0.753 0.399 -0.146
C -0.221 0.650 -1.345 -0.100
H -0.530 0.764 -2.377 0.105
H 0.415 1.447 -0.974 0.117
C -1.189 0.227 -0.334 -0.288
C 0.341 0.330 1.335 -0.188
H 0.837 1.295 1.174 0.114
C 0.065 -0.740 -0.833 -0.156
H -0.857 -1.355 -0.774 0.128
O -1.032 0.465 1.013 -0.082
H 1.998 -0.510 0.190 0.116
H 0.403 0.073 2.391 0.120
H -2.238 0.119 -0.622 0.156
H 0.940 -1.744 0.862 0.105
```

=====

A structure of composition C4H60B13Ca3O at a distorted geometry. Source: OMol25; level of theory: wB97M-V/def2-TZVPD.

Properties
- LUMO energy: 9.32 eV
- Net charge: -7
- HOMO energy: 6.49 eV
- E: -71213.2516 eV
- Frontier orbital gap: 2.826 eV
- M: 385.31 g/mol
- Spin multiplicity: 1

```
81
Properties=species:S:1:pos:R:3:lowdin_charge:R:1
H 6.046 2.507 1.071 -0.112
Ca -4.115 0.659 0.853 1.620
C 1.602 6.760 -0.982 -0.183
H 1.756 1.197 -3.785 -0.116
H 2.642 7.415 -3.779 0.107
H 2.552 1.272 5.378 -0.097
H -6.389 -3.055 -1.289 -0.097
B 1.826 0.441 -4.551 -0.450
H 4.308 6.975 -1.132 0.119
H 2.546 -0.250 6.196 -0.147
O 1.669 6.304 -2.354 -0.115
H -0.742 -0.926 0.464 -0.085
H -3.176 4.470 -1.930 -0.107
B 0.102 -0.623 1.065 -0.417
H -6.670 -1.493 -0.514 -0.145
Ca 3.630 -0.965 -1.281 1.604
H -6.153 0.814 4.048 -0.104
H 0.865 -1.385 1.074 -0.125
B -5.759 1.817 4.112 -0.458
H 5.735 -3.031 2.554 -0.109
H 0.526 0.282 0.658 -0.097
H 0.243 -5.979 1.341 -0.083
B 2.318 0.798 6.319 -0.456
H -0.187 -0.398 2.080 -0.109
H 4.580 1.517 1.404 -0.088
H -2.524 2.965 -1.376 -0.092
B -3.313 3.682 -1.205 -0.448
H 4.582 -4.084 3.445 -0.126
B -6.179 -1.998 -1.332 -0.436
H 4.209 -2.439 3.195 -0.115
B 4.701 -3.281 2.734 -0.451
H -2.748 0.195 -6.114 -0.136
H -2.913 -0.771 -4.667 -0.104
B 0.690 -6.750 1.949 -0.432
H 4.142 8.441 -2.081 0.094
H 1.958 -3.971 -2.363 -0.095
H 0.140 -7.662 1.778 -0.102
H 6.006 0.759 0.848 -0.120
H -2.997 -5.756 -1.544 -0.110
H 1.280 0.858 6.608 -0.118
H 0.612 6.912 -0.550 0.128
H -2.911 -1.728 4.912 -0.115
C 2.892 6.802 -2.913 -0.210
B -3.345 -2.548 4.360 -0.443
H 5.181 1.770 -0.279 -0.132
H 3.280 -3.736 -3.562 -0.137
H -3.230 4.078 -0.205 -0.125
H 2.087 5.899 -0.523 0.133
B 5.436 1.672 0.765 -0.448
H 1.320 -0.456 -4.230 -0.090
H -4.680 1.830 4.092 -0.109
H 1.854 8.780 -1.339 0.108
H 2.838 0.087 -4.672 -0.144
H -6.150 2.341 3.254 -0.127
H -2.323 -7.396 -1.617 -0.134
H -3.889 0.648 -4.868 -0.130
H -3.322 -2.322 3.305 -0.106
H -2.731 -3.403 4.597 -0.136
B 2.660 -4.442 -3.033 -0.440
H 1.361 0.771 -5.467 -0.099
H -1.945 -6.243 -2.885 -0.119
H 0.642 -6.600 3.017 -0.156
C 2.485 7.975 -0.963 -0.219
H 3.364 -5.011 -2.445 -0.121
H -4.211 -0.791 -5.875 -0.138
H 2.863 8.193 0.036 0.107
H -3.532 -6.818 -2.840 -0.146
H -6.525 -1.559 -2.255 -0.101
H 2.194 -5.058 -3.787 -0.092
B -2.706 -6.568 -2.192 -0.486
H 4.225 -3.573 1.810 -0.102
H 2.921 1.065 7.173 -0.131
H -4.361 -2.746 4.665 -0.108
B -3.456 -0.188 -5.395 -0.483
H -4.296 3.264 -1.352 -0.119
H -6.101 2.265 5.032 -0.118
H 3.507 5.994 -3.309 0.119
Ca 0.979 -3.254 4.190 1.610
C 3.645 7.508 -1.814 -0.190
H -5.113 -1.832 -1.327 -0.107
H 1.698 -6.896 1.594 -0.104
```

=====

An isolated molecule of C5H10O2. Source: OMol25; level of theory: wB97M-V/def2-TZVPD.

Properties
- LUMO energy: 1.03 eV
- HOMO energy: -9.30 eV
- E: -9440.3641 eV
- Frontier orbital gap: 10.325 eV
- M: 102.13 g/mol
- SMILES: COC[C@H]1C[C@H]1O
- Spin multiplicity: 1

```
17
Properties=species:S:1:pos:R:3:lowdin_charge:R:1
H 0.245 -1.867 -0.939 0.128
H 1.249 -0.535 -1.536 0.120
O 1.155 -0.802 0.503 -0.216
H -1.969 -1.231 0.410 0.118
H -1.695 1.828 0.056 0.144
H -0.814 0.553 -1.848 0.133
H 2.489 0.223 1.641 0.098
C 2.068 0.275 0.632 -0.099
H 2.880 0.172 -0.103 0.092
C -1.295 0.844 0.282 -0.328
H 1.570 1.247 0.502 0.097
H -0.174 0.045 1.600 0.074
H -2.952 -0.254 -0.781 0.100
C -0.717 0.066 -0.879 -0.197
O -0.730 0.840 1.554 -0.020
C -2.021 -0.355 -0.233 -0.060
C 0.518 -0.822 -0.767 -0.182
```